{
  "formula": "C17H20Cl4O3Zr",
  "method": "ωB97M-V/def2-TZVPD",
  "total_charge": -2,
  "multiplicity": 1,
  "orbital_gap_ev": 2.631,
  "elements": ["C", "C", "C", "C", "C", "C", "C", "C", "C", "C", "Zr", "Cl", "Cl", "Cl", "H", "H", "H", "H", "H", "H", "H", "H", "H", "H", "H", "H", "H", "H", "H", "O", "H", "Cl", "C", "C", "C", "C", "C", "C", "C", "O", "O", "H", "H", "H", "H"],
  "xyz": [[-0.64, 0.94, -2.97], [-0.81, -0.45, -3.31], [0.50, -1.05, -3.39], [-2.06, -1.15, -3.50], [1.46, -0.05, -3.05], [0.75, 1.19, -2.85], [1.40, 2.48, -2.55], [-1.72, 1.93, -2.80], [0.76, -2.44, -3.79], [2.92, -0.26, -2.97], [-0.87, -0.50, 0.51], [-2.00, -2.51, -1.06], [-3.16, 0.04, -0.15], [1.18, -1.73, -0.23], [-2.94, -0.57, -3.31], [-2.14, -1.97, -2.69], [-2.08, -1.78, -4.41], [-0.03, -3.07, -3.36], [1.74, -2.73, -3.40], [0.77, -2.61, -4.89], [3.14, -1.20, -2.44], [3.41, 0.58, -2.49], [3.38, -0.35, -3.97], [2.33, 2.33, -1.99], [0.69, 3.15, -2.05], [1.71, 3.00, -3.46], [-2.58, 1.43, -2.38], [-2.05, 2.42, -3.74], [-1.35, 2.75, -2.19], [-0.23, 1.32, 0.31], [0.37, 2.05, 0.42], [0.08, 1.80, 8.64], [-0.09, 0.90, 7.18], [0.00, -0.51, 7.22], [-0.08, -1.22, 6.02], [-0.26, -0.58, 4.80], [-0.21, 0.83, 4.77], [-0.12, 1.59, 5.94], [-0.39, -1.43, 3.57], [-0.18, -2.63, 3.58], [-0.75, -0.68, 2.47], [0.20, -1.00, 8.18], [0.08, -2.31, 6.07], [-0.14, 1.39, 3.83], [0.00, 2.68, 5.89]]
}

{
  "formula": "C17H20ClN3O2S",
  "method": "ωB97M-V/def2-TZVPD",
  "smiles": "CC[C@@H]1CCCCN1C(=O)CSc1nnc(-c2cccc(Cl)c2)o1",
  "multiplicity": 1,
  "de_lowest_kj_mol": 33.3,
  "orbital_gap_ev": 8.869,
  "elements": ["C", "H", "C", "H", "H", "C", "N", "C", "O", "C", "H", "H", "S", "C", "N", "N", "C", "C", "C", "C", "C", "C", "C", "H", "Cl", "H", "H", "H", "O", "C", "H", "C", "C", "C", "H", "H", "H", "H", "H", "H", "H", "H", "H", "H"],
  "xyz": [[-1.10, -3.69, -0.35], [-0.41, -3.58, -1.19], [-1.95, -2.44, -0.21], [-2.53, -2.29, -1.12], [-2.65, -2.57, 0.62], [-1.09, -1.18, 0.01], [-1.83, 0.03, -0.34], [-1.49, 0.68, -1.47], [-0.69, 0.23, -2.27], [-2.13, 2.04, -1.76], [-1.66, 2.42, -2.67], [-3.20, 1.96, -1.91], [-1.91, 3.29, -0.44], [-0.32, 2.88, 0.10], [0.21, 3.14, 1.25], [1.44, 2.59, 1.24], [1.60, 2.02, 0.08], [2.73, 1.24, -0.38], [2.62, 0.48, -1.54], [3.70, -0.27, -1.96], [4.88, -0.28, -1.24], [4.97, 0.47, -0.08], [3.91, 1.23, 0.37], [3.97, 1.82, 1.27], [6.44, 0.46, 0.83], [5.72, -0.87, -1.57], [3.62, -0.86, -2.86], [1.69, 0.47, -2.10], [0.51, 2.19, -0.70], [-2.89, 0.38, 0.58], [-3.40, 1.29, 0.25], [-2.35, 0.58, 2.00], [-1.62, -0.68, 2.44], [-0.53, -1.04, 1.43], [-0.04, -1.97, 1.71], [0.22, -0.25, 1.43], [-2.33, -1.51, 2.54], [-1.16, -0.52, 3.42], [-3.18, 0.80, 2.67], [-1.66, 1.43, 2.02], [-3.62, -0.44, 0.58], [-0.25, -1.23, -0.70], [-1.73, -4.55, -0.54], [-0.52, -3.88, 0.55]]
}

{
  "formula": "C17H20ClN3O4S",
  "method": "ωB97M-V/def2-TZVPD",
  "smiles": "CC(C)(C)n1nc2c(c1NC(=O)COc1ccc(Cl)cc1)CS(=O)(=O)C2",
  "multiplicity": 1,
  "de_lowest_kj_mol": 82.6,
  "orbital_gap_ev": 9.350,
  "elements": ["C", "H", "H", "H", "C", "N", "C", "C", "C", "N", "C", "H", "H", "S", "O", "O", "C", "H", "H", "N", "C", "O", "C", "O", "C", "C", "C", "C", "C", "C", "H", "H", "Cl", "H", "H", "H", "H", "H", "C", "H", "H", "H", "C", "H", "H", "H"],
  "xyz": [[-1.74, 3.58, 0.39], [-2.40, 3.47, 1.24], [-2.34, 3.77, -0.49], [-1.07, 4.42, 0.56], [-0.92, 2.30, 0.20], [-1.86, 1.20, -0.03], [-1.62, -0.14, -0.12], [-2.84, -0.75, -0.33], [-3.77, 0.32, -0.35], [-3.16, 1.47, -0.17], [-5.19, 0.00, -0.52], [-5.84, 0.47, 0.22], [-5.56, 0.17, -1.52], [-5.17, -1.84, -0.24], [-5.92, -2.50, -1.28], [-5.54, -2.11, 1.12], [-3.36, -2.12, -0.48], [-2.99, -2.81, 0.27], [-3.24, -2.53, -1.48], [-0.35, -0.68, -0.03], [-0.02, -1.89, 0.48], [-0.80, -2.70, 0.93], [1.48, -2.17, 0.43], [2.18, -0.99, 0.10], [3.55, -1.03, 0.01], [4.32, -2.17, 0.20], [5.70, -2.09, 0.08], [6.31, -0.89, -0.22], [5.54, 0.26, -0.41], [4.17, 0.18, -0.29], [3.56, 1.06, -0.43], [6.02, 1.19, -0.64], [8.03, -0.80, -0.37], [6.30, -2.98, 0.23], [3.87, -3.12, 0.43], [1.65, -2.95, -0.32], [1.79, -2.55, 1.41], [0.43, -0.10, -0.32], [-0.02, 2.47, -1.03], [0.59, 3.37, -0.92], [-0.63, 2.58, -1.93], [0.66, 1.63, -1.18], [-0.10, 2.04, 1.46], [0.61, 1.22, 1.34], [0.46, 2.93, 1.72], [-0.76, 1.79, 2.29]]
}

no.,LUMO level (Ha)
1,0.128
2,0.009
3,0.012